Version i
C3H9N4 | ωB97M-V/def2-TZVPD

lowest unoccupied orbital energy (alpha / beta): -4.96 / -4.96 eV
orbital gap (alpha / beta): 0.30741 / 0.30738 hartree
charge: +1

XYZ file:
```
16
C3H9N4 | OMol25 | ωB97M-V/def2-TZVPD
C 1.29254 -1.06013 0.82528
C 0.91193 0.21424 1.46589
C -0.27482 -1.08373 -1.05259
N 0.67796 -1.55755 -0.15232
N -0.90029 0.22571 -0.74029
N -0.44577 1.42418 -1.36715
N -0.96709 0.49492 0.64863
H 1.88004 -1.79951 1.24297
H 0.58085 0.04532 2.59593
H 1.19670 1.18695 1.15490
H 0.13008 -0.96873 -2.04163
H -1.00572 -1.81502 -1.06756
H -1.17801 2.05503 -1.68289
H 0.36365 1.25440 -1.95390
H -1.50968 -0.10013 1.18659
H -0.75238 1.48406 0.93814
```

=====

Version ii
C3H9N4 | ωB97M-V/def2-TZVPD

lowest unoccupied orbital energy (alpha / beta): -7.02 / -5.91 eV
orbital gap (alpha / beta): 0.22888 / 0.28436 hartree
charge: +1

XYZ file:
```
16
C3H9N4 | OMol25 | ωB97M-V/def2-TZVPD
C -1.62654 -0.54905 0.55832
C -1.44733 0.94333 0.10975
C 2.73397 -0.21440 0.58540
N -0.59204 -1.17372 -0.40825
N 0.47461 0.76499 -1.49682
N -0.01247 1.07464 -0.20902
N 0.40567 -0.24671 -0.48364
H -1.36634 -0.64570 1.60103
H -2.46822 -0.99514 0.33205
H -2.13813 1.21112 -0.68589
H -1.63136 1.76770 0.84296
H 2.90733 -1.20646 0.26864
H 3.05626 0.66693 0.06979
H 2.14956 -0.12942 1.49651
H -0.30717 -2.10957 -0.27687
H -0.13781 0.84144 -2.30399
```

=====

Version iii
C3H9N4 | ωB97M-V/def2-TZVPD

lowest unoccupied orbital energy: -3.76 eV
orbital gap: 0.38541 hartree
charge: +1

XYZ file:
```
16
C3H9N4 | OMol25 | ωB97M-V/def2-TZVPD
C 1.58350 -1.04865 -0.17680
C 0.09699 -1.49315 -0.22713
C -0.71512 -0.17509 -0.18647
N 1.80731 0.04110 0.37342
N 0.17110 0.83571 0.64184
N -2.00414 -0.18663 0.51970
N 0.38311 2.04851 -0.00054
H 2.40259 -1.73872 -0.27048
H -0.19543 -1.96896 -1.18172
H -0.07404 -2.05717 0.66474
H -0.91686 0.06662 -1.22438
H -2.50124 -0.98725 0.06958
H -1.63962 -0.48838 1.39355
H 1.28082 2.45927 0.39967
H -0.32453 2.69266 0.20948
H 0.64555 2.00012 -1.00447
```

=====

The structure with the least stability is version ii.

=====

Version i
C5H10IN2 | ωB97M-V/def2-TZVPD

lowest unoccupied orbital energy (alpha / beta): -4.96 / -4.03 eV
orbital gap (alpha / beta): 0.24595 / 0.29587 hartree
charge: +1

XYZ file:
```
18
C5H10IN2 | OMol25 | ωB97M-V/def2-TZVPD
C -0.05674 -1.28697 -0.94685
C -0.11512 1.15490 -0.80232
C 0.40456 1.21798 0.52360
C -1.47677 -0.78335 0.98138
C 1.60916 0.63464 0.97162
N 0.06423 -0.08777 -1.51499
N -0.71089 -1.62135 0.17025
I -3.14839 0.20923 0.16752
H 0.46133 -2.07479 -1.48594
H -1.14994 1.43890 -0.91279
H 0.42861 1.92779 -1.24514
H -0.13039 1.84480 1.09415
H -1.72390 -1.24365 1.85916
H 2.41937 1.34599 1.29523
H 1.96117 0.04199 0.11152
H 1.59371 -0.16279 1.75863
H 0.14690 0.08789 -2.54990
H -0.57691 -2.64346 0.52488
```

=====

Version ii
C5H10IN2 | ωB97M-V/def2-TZVPD

lowest unoccupied orbital energy (alpha / beta): -4.48 / -4.25 eV
orbital gap (alpha / beta): 0.27805 / 0.28844 hartree
charge: +1

XYZ file:
```
18
C5H10IN2 | OMol25 | ωB97M-V/def2-TZVPD
C -1.33266 2.08475 -0.54157
C -0.21117 -1.29135 -0.88647
C -0.56854 1.01172 -0.43339
C -0.76926 -0.49521 1.28564
C 1.87817 1.56152 0.16393
N -0.64814 -0.28805 -0.15570
N 0.00061 -2.55616 -0.48230
I 2.87009 -0.31387 0.26587
H -2.35821 1.97003 -0.77232
H -0.85243 2.94859 -0.75227
H 0.20107 -0.95287 -1.92486
H -1.06374 0.51395 1.69785
H -1.41114 -1.26050 1.52699
H 0.38019 -0.77606 1.51242
H 1.63136 2.10259 0.98180
H 2.25248 1.96255 -0.72838
H 0.29691 -3.30593 -1.16604
H -0.29560 -2.91572 0.40881
```

=====

The structure with the least stability is version ii.

=====

Version i
CH3ClOS2 | ωB97M-V/def2-TZVPD

lowest unoccupied orbital energy (alpha / beta): -3.01 / -2.98 eV
orbital gap (alpha / beta): 0.25751 / 0.25650 hartree

XYZ file:
```
8
CH3ClOS2 | OMol25 | ωB97M-V/def2-TZVPD
C 0.99116 0.03021 0.01124
O -1.18752 -0.35725 -1.35307
S -2.25849 2.59872 0.40879
S -0.82340 -0.34771 0.03404
Cl -0.67326 -2.35186 0.64403
H 1.16808 0.24273 1.11588
H 1.71068 -0.83002 -0.29542
H 1.07275 1.01519 -0.56549
```

=====

Version ii
CH3ClOS2 | ωB97M-V/def2-TZVPD

lowest unoccupied orbital energy (alpha / beta): -2.19 / -3.18 eV
orbital gap (alpha / beta): 0.27873 / 0.21511 hartree

XYZ file:
```
8
CH3ClOS2 | OMol25 | ωB97M-V/def2-TZVPD
C -0.00285 -0.61406 -0.33197
O 1.24612 0.08341 2.07758
S -0.00925 1.13633 -0.29553
S 1.00559 1.39888 1.50618
Cl -2.16044 0.92131 -1.80966
H 0.92623 -0.89018 -1.02414
H -0.98588 -0.79745 -0.71618
H -0.01952 -1.23823 0.59372
```

=====

The structure with the least stability is version i.

=====

Version i
C2H9NO | ωB97M-V/def2-TZVPD

lowest unoccupied orbital energy: 0.88 eV
orbital gap: 0.39576 hartree

XYZ file:
```
13
C2H9NO | OMol25 | ωB97M-V/def2-TZVPD
O 0.09734 0.00168 -0.91524
C 1.48229 1.92773 -0.91824
C 0.70102 0.96757 -0.05013
H -0.41214 -0.62628 -0.36162
H 0.81018 2.42832 -1.63538
H 2.25953 1.38639 -1.48343
H 1.97066 2.69761 -0.29744
H 1.37301 0.47137 0.67628
H -0.07334 1.51114 0.52464
N -1.89121 -2.48468 0.99752
H -1.52393 -3.41934 0.79226
H -2.85622 -2.46141 0.65280
H -1.93720 -2.40008 2.01798
```

=====

Version ii
C2H9NO | ωB97M-V/def2-TZVPD

lowest unoccupied orbital energy: 1.06 eV
orbital gap: 0.39073 hartree

XYZ file:
```
13
C2H9NO | OMol25 | ωB97M-V/def2-TZVPD
C 0.73613 -0.93345 -0.63664
N -1.27443 -0.72302 2.04545
H 0.81406 -1.40664 0.33749
H 0.22089 -1.62363 -1.31275
H 1.71378 -0.81117 -1.11625
H -1.47277 -0.17764 1.22788
H -0.35066 -0.55947 2.39313
H -1.86812 -0.54321 2.83937
C 0.56898 1.43129 -1.07272
O -0.00521 0.25643 -0.60205
H 1.13222 1.93943 -0.29201
H 1.16869 1.24959 -1.96670
H -0.21964 2.11063 -1.39206
```

=====

Version iii
C2H9NO | ωB97M-V/def2-TZVPD

lowest unoccupied orbital energy: 0.85 eV
orbital gap: 0.38924 hartree

XYZ file:
```
13
C2H9NO | OMol25 | ωB97M-V/def2-TZVPD
C -0.79922 1.00846 0.13031
N 0.66331 -5.13457 -0.31243
H -1.37146 1.46024 0.92752
H -1.45884 1.17112 -0.72240
H -0.49484 -0.04042 0.21336
H 1.63221 -4.95867 -0.29285
H 0.40229 -4.91990 0.64366
H 0.22179 -4.46367 -0.87725
C 0.21580 3.30559 0.04365
O 0.43292 1.79551 -0.13567
H -0.41390 3.47255 -0.79579
H -0.28387 3.54270 1.02207
H 1.25380 3.76106 0.15580
```

=====

The structure with the least stability is version iii.

=====

Version i
C2H9NO | ωB97M-V/def2-TZVPD

lowest unoccupied orbital energy: 0.87 eV
orbital gap: 0.36819 hartree

XYZ file:
```
13
C2H9NO | OMol25 | ωB97M-V/def2-TZVPD
C 1.56283 -0.76878 1.68834
N 1.33032 -1.36456 0.36541
C 0.16210 -0.62890 -0.22014
H 2.46568 -0.11741 1.65542
H 0.86471 -0.08552 2.14617
H 1.64966 -1.58243 2.44690
H 1.09012 -2.28994 0.62547
H -0.63059 -0.51401 0.52323
H -0.39646 -1.17631 -0.99371
H 0.61269 0.28387 -0.67761
H -2.12753 2.80930 -2.28731
H -3.54685 2.97146 -2.94920
O -3.03667 2.46324 -2.32296
```

=====

Version ii
C2H9NO | ωB97M-V/def2-TZVPD

lowest unoccupied orbital energy: 1.00 eV
orbital gap: 0.40380 hartree

XYZ file:
```
13
C2H9NO | OMol25 | ωB97M-V/def2-TZVPD
O -2.42719 0.42675 -0.62782
H -3.11323 -0.16682 -0.94293
C 1.08487 0.86126 -0.51499
C 0.92581 -0.52948 0.08755
N -0.24531 -0.58076 0.99012
H 1.19191 0.86504 -1.59526
H 1.93926 1.39154 -0.07982
H 0.19291 1.44333 -0.28011
H 1.84505 -0.84588 0.59127
H 0.75874 -1.27079 -0.68899
H -1.79399 -0.15016 -0.16401
H -0.26406 -1.49464 1.44605
H -0.09476 0.05061 1.77893
```

=====

Version iii
C2H9NO | ωB97M-V/def2-TZVPD

lowest unoccupied orbital energy: -2.27 eV
orbital gap: 0.23419 hartree

XYZ file:
```
13
C2H9NO | OMol25 | ωB97M-V/def2-TZVPD
N 0.62506 -1.21089 3.60184
H 0.26459 -1.31569 2.64341
H 1.49079 2.49122 -6.30605
H 1.01980 -0.28475 3.68361
H -0.24850 -1.27134 4.11468
C -0.52398 -0.58342 0.20049
O -0.24736 -0.15594 1.39330
C -0.77447 0.45347 -0.79449
H -1.27854 -1.40803 0.05995
H 0.34988 -1.03802 -0.34005
H -1.20264 1.37158 -0.40849
H -0.25697 0.35782 -1.74218
H 0.78235 2.59399 -6.10604
```

=====

The structure with the least stability is version iii.

=====

Version i
C2H9NO | ωB97M-V/def2-TZVPD

lowest unoccupied orbital energy: -1.82 eV
orbital gap: 0.26924 hartree

XYZ file:
```
13
C2H9NO | OMol25 | ωB97M-V/def2-TZVPD
N -0.86901 -1.90316 -0.87007
H -0.31783 -2.68558 -1.19571
H -1.83129 -0.86952 2.33115
H -0.32194 -1.05236 -0.96139
H -0.94356 -2.02153 0.13016
C 0.89280 0.97661 0.23415
O 0.96834 0.46221 -0.95888
C -0.37076 1.17763 0.88465
H 1.20085 0.11432 0.92724
H 1.65185 1.74557 0.48832
H -0.50049 1.41716 1.93079
H -1.24756 0.83626 0.33956
H -2.33795 -0.92830 2.84824
```

=====

Version ii
C2H9NO | ωB97M-V/def2-TZVPD

lowest unoccupied orbital energy: 0.93 eV
orbital gap: 0.39792 hartree

XYZ file:
```
13
C2H9NO | OMol25 | ωB97M-V/def2-TZVPD
C -1.26050 -0.67889 0.91752
N 2.41461 -0.04817 0.42459
H -1.23904 -0.64605 1.99789
H -0.72835 -1.51740 0.46982
H -2.30496 -0.65038 0.58859
H 2.74953 0.21073 -0.49721
H 1.96130 -0.93570 0.27302
H 1.69185 0.62718 0.61143
C -0.66963 0.70416 -0.95944
O -0.65373 0.50205 0.39521
H -1.67310 0.84471 -1.38075
H -0.15781 -0.02960 -1.61265
H -0.13017 1.61736 -1.22801
```

=====

The structure with the least stability is version i.